# C43H48N4OSTi

A molecular structure, C43H48N4OSTi in a non-equilibrium geometry (wB97M-V/def2-TZVPD, the OMol25 dataset).

```
! RIJCOSX wB97M-V def2-TZVPD def2/J DEFGRID3
* xyz 2 3
H 1.71 1.22 -4.61
C -1.94 -0.70 -3.58
N -2.44 2.15 -2.07
C 2.24 1.23 -0.82
C -0.25 -1.62 -2.29
H -2.37 -1.94 0.01
H 0.37 -3.62 -2.70
C -5.33 0.43 -0.32
H -1.86 5.81 -0.34
C 5.05 -0.41 -0.96
N -1.07 -0.59 -2.58
H -1.22 -3.83 -4.63
C 0.59 -3.40 5.76
C 2.42 0.13 -2.92
H 5.15 0.67 4.49
C -1.54 3.70 -0.40
H 2.45 1.27 0.24
C -3.78 2.08 -1.42
H -1.24 5.99 2.06
C -2.00 -1.86 -4.35
H -3.21 2.54 -3.99
C -1.23 5.03 1.56
C 3.46 -2.28 -1.49
H -6.55 -1.12 0.55
C 4.41 0.13 3.93
H 5.37 -0.32 -2.00
H -1.74 -5.39 4.34
S -0.16 -1.51 1.45
C -5.56 -0.82 0.24
H -2.64 4.28 -2.15
H -0.01 -5.43 6.09
C -4.05 0.77 -0.70
H 2.43 -2.57 -1.65
C 1.61 2.31 -1.43
C 4.48 -1.25 3.82
C 1.82 1.22 -3.54
H 0.46 -1.46 -1.49
C 1.51 -2.09 1.69
C -0.92 2.68 1.56
H -6.14 1.12 -0.48
C -0.16 -4.53 5.51
C -1.57 4.94 0.22
C -2.51 1.85 -3.51
C 3.38 0.81 3.31
C -1.32 -3.37 3.76
H 1.37 -3.07 2.15
C 1.23 3.66 -3.53
C -0.29 -2.82 -2.98
C -0.91 3.87 2.24
H -0.68 1.74 2.05
H -4.57 2.25 -2.16
H -2.70 -1.92 -5.17
H 3.92 -3.02 -0.83
C -1.91 3.52 -1.85
C 2.42 0.12 2.58
C 0.41 -2.26 5.00
C 2.70 0.14 -1.56
H 1.33 -3.41 6.55
C 1.47 2.36 -2.81
H -3.85 2.90 -0.69
H 0.93 4.46 -2.85
C -2.93 0.42 -3.85
C -1.18 -2.93 -4.04
H -1.51 2.04 -3.93
H -3.16 0.39 -4.92
H -2.09 -3.36 3.00
H 3.97 -2.36 -2.44
C 3.52 -1.94 3.10
C -0.55 -2.25 4.00
N -1.22 2.57 0.25
H 1.00 -1.38 5.20
H 5.70 -1.11 -0.46
C 2.48 -1.26 2.48
H 1.40 3.20 -0.84
H 5.29 -1.78 4.29
H -0.65 3.89 3.29
H 2.16 3.98 -4.00
H 5.17 0.56 -0.49
H 2.73 -0.71 -3.52
C -0.67 -1.05 3.11
C 3.59 -0.88 -0.89
H -1.01 3.64 -2.48
H 3.58 -3.01 3.03
H -4.61 -2.71 0.71
H 3.32 1.89 3.38
C -4.49 -1.71 0.34
H 1.64 0.67 2.08
H 3.32 -0.92 0.17
N -3.00 -0.03 -0.50
H 1.86 -2.25 0.67
H -1.71 -0.72 2.99
H 0.49 3.58 -4.33
O -0.07 -0.22 0.65
H -3.86 0.18 -3.33
H -0.05 -0.22 3.44
C -3.24 -1.27 -0.04
Ti -1.08 0.79 -0.94
C -1.13 -4.52 4.52
*
```

The HOMO-LUMO gap (spin up / spin down) is 6.8 / 8.6 eV. The value obtained for the relative energy (zero: lowest compared OMol25 entry of this formula, charge and spin) is 0.0 kcal per mole. As for the LUMO energy (spin up / spin down): -4.75 / -4.88 eV. Its expectation value of S² is 2.006.


# C43H49AsMoN4O2PS5

A molecular structure, C43H49AsMoN4O2PS5 in a non-equilibrium geometry (wB97M-V/def2-TZVPD, the OMol25 dataset).

```
! RIJCOSX wB97M-V def2-TZVPD def2/J DEFGRID3
* xyz 2 4
C 0.43 -2.47 3.76
H 4.30 2.84 -3.60
H -6.26 -2.20 -2.24
S 1.58 3.82 -0.57
H 0.95 -4.16 4.98
H 3.36 5.72 -4.04
C -3.66 4.09 1.62
C 0.87 1.53 3.81
S -1.88 -1.82 -0.26
C -2.81 1.29 -4.34
S -1.77 0.97 0.05
H -5.53 4.17 2.67
H -3.05 1.37 -5.39
H 0.24 0.65 3.73
H 5.42 5.88 2.24
C 4.55 6.32 1.75
H -1.83 3.68 0.55
H -4.33 1.29 -1.30
C 1.41 -4.51 2.92
H -5.40 -2.76 -4.49
H -3.49 5.15 1.67
H 0.04 -0.95 2.27
C -5.04 2.16 2.11
H 3.53 2.82 4.22
H 3.62 -1.74 -0.98
S 0.98 -1.89 -0.15
C 3.95 4.85 -4.31
H 3.66 6.11 2.34
C 3.32 3.02 3.18
C 1.40 -4.00 1.63
O 4.15 4.15 -2.02
H 4.69 7.40 1.71
H -3.10 -1.80 2.37
C -1.18 1.07 -2.59
H 5.26 6.05 -0.27
H 0.05 -1.88 4.59
C -1.49 1.16 -3.94
C -3.54 1.24 -2.05
H -4.86 1.45 -3.72
P 3.57 3.52 -0.70
H 3.50 -0.02 4.08
H 0.26 -4.33 -1.57
H -0.16 0.98 -2.25
C -3.83 1.33 -3.40
H -1.71 -4.59 -0.58
S 4.03 1.58 -0.50
H 1.31 1.58 4.81
H -1.37 -2.45 -3.04
C -2.44 -2.40 -2.89
C -4.81 3.53 2.18
N -0.48 -2.03 -0.87
C -3.34 -2.63 -3.92
N 1.59 -0.57 -0.04
C 3.45 0.06 3.00
C -4.31 -2.00 -1.38
C 3.72 3.72 -3.34
N -0.41 1.42 0.33
H -3.43 -6.02 3.08
C -5.19 -2.25 -2.42
H 2.66 3.45 -3.30
H 1.80 -5.50 3.10
H 1.80 -4.58 0.81
H -4.28 0.27 1.41
C -2.99 1.91 0.91
C 0.90 -2.72 1.43
C 1.88 -2.97 -1.20
C -2.54 -5.46 1.21
As 2.30 1.53 2.50
C -2.95 -2.82 2.07
C -2.74 3.28 0.98
C 2.09 -4.94 -2.53
C 3.42 -4.63 -2.75
N -2.24 -0.53 0.53
C 4.40 5.79 0.35
C -2.95 -2.08 -1.64
C 3.21 -2.64 -1.42
H 1.65 -5.83 -2.97
C -4.12 1.34 1.47
H 5.02 -3.25 -2.39
H 3.50 6.17 -0.13
H 4.03 -5.28 -3.37
H 5.01 5.13 -4.32
H -0.70 1.13 -4.68
C 0.93 -3.75 3.98
H 3.67 4.53 -5.31
H 0.26 2.42 3.64
C -2.15 -4.41 0.40
Mo 1.58 1.43 0.15
H 4.43 0.27 2.60
H 2.74 3.94 3.08
C 1.30 -4.11 -1.75
H 4.24 3.13 2.62
C -3.34 -3.89 2.87
O 4.34 4.33 0.41
H -4.67 -1.77 -0.39
H -5.93 1.74 2.56
H -2.97 -2.88 -4.91
H -3.80 -3.69 3.83
H 3.08 -0.87 2.58
H -2.39 -6.48 0.88
C 3.98 -3.49 -2.20
C -2.36 -3.11 0.85
C -2.21 1.11 -1.66
C 0.42 -1.95 2.48
C -4.70 -2.56 -3.69
C -3.13 -5.19 2.45
*
```

The HOMO-LUMO gap (spin up / spin down) is 7.3 / 8.7 eV. The value obtained for the relative energy (zero: lowest compared OMol25 entry of this formula, charge and spin) is 0.0 kcal per mole. As for the LUMO energy (spin up / spin down): -4.66 / -4.68 eV. Its expectation value of S² is 3.770.